ORCA calculation (ωB97M-V/def2-TZVPD) on a cluster of 15 separate species, C45H90O45 in total in a non-equilibrium geometry.

Last columns: bonded neighbours and bond lengths (Å).
CARTESIAN COORDINATES (ANGSTROEM)
1 H 5.46544 -1.11795 -1.23782  C138 1.096
2 H -6.61389 5.91981 -1.12220  C180 1.111
3 O -6.02666 -2.01182 1.49513  C112 1.327, C174 1.442
4 H -3.17210 5.61738 2.99660  C77 1.079
5 H 4.52289 -5.26723 4.51911  C34 1.073
6 H 0.93544 2.27489 -6.70319  C129 1.100
7 C 3.48478 1.55230 2.56293  H13 1.118, H63 1.097, O98 1.426, H106 1.090
8 H -2.91578 -3.16394 -1.47291  C14 1.115
9 O 4.08621 -2.56920 -1.69555  C90 1.331, C138 1.464
10 O 0.08092 -4.00126 -3.66672  C25 1.337, C178 1.460
11 O -1.21515 5.45039 -1.67015  C16 1.436, C127 1.320
12 H 4.32417 -10.06095 2.03220  C85 1.085
13 H 3.28804 1.71859 1.47477  C7 1.118
14 C -1.89060 -2.85897 -1.15847  H8 1.115, O17 1.490, H32 1.072, H111 1.092
15 C 6.69928 -1.73160 1.69599  H45 1.099, H121 1.101, H151 1.108, O168 1.422
16 C -2.09544 6.46053 -2.18713  O11 1.436, H43 1.076, H96 1.108, H156 1.054
17 O -1.59774 -3.43790 0.18307  C14 1.490, C149 1.343
18 C 1.83006 0.99879 -4.26420  O52 1.387, O99 1.345, O104 1.195
19 O 1.04614 -5.44352 -2.19389  C25 1.192
20 H 0.67894 8.69536 1.13689  C170 1.111
21 H -2.02163 -1.61380 -3.98083  C67 1.100
22 C -6.85392 -2.19712 -3.31790  H29 1.090, H58 1.099, H81 1.112, O152 1.424
23 H -0.01695 10.15353 2.03941  C170 1.106
24 O -4.64791 4.09375 -2.79419  C166 1.183
25 C 0.15855 -5.10344 -2.91305  O10 1.337, O19 1.192, O135 1.359
26 H -3.36716 0.28208 2.45043  C74 1.094
27 H 4.58281 2.19918 -0.70449  C49 1.080
28 C -4.62976 -1.47192 -3.76549  O152 1.350, O153 1.315, O158 1.228
29 H -7.54947 -2.05915 -2.49073  C22 1.090
30 C -1.07571 2.00519 3.82945  O36 1.175, O141 1.331, O147 1.342
31 H -3.28992 -2.09536 3.07522  C56 1.076
32 H -1.85999 -1.79125 -1.07174  C14 1.072
33 C 2.64274 -3.29571 4.58129  O35 1.321, O94 1.235, O134 1.328
34 C 3.54653 -5.43743 4.10866  H5 1.073, O35 1.433, H86 1.099, H146 1.093
35 O 2.92032 -4.22176 3.68050  C33 1.321, C34 1.433
36 O -0.34313 1.21826 4.30387  C30 1.175
37 H -0.45888 3.22025 1.10899  C123 1.093
38 C -1.37070 -6.63149 -2.09131  H57 1.092, H73 1.115, O135 1.419, H173 1.101
39 H 2.88624 -5.03654 1.30304  C122 1.098
40 H -7.12368 1.80097 2.31845  C65 1.142
41 H 0.07317 0.73961 -6.27027  C129 1.087
42 H -1.83173 2.06687 0.88498  C123 1.068
43 H -1.53255 7.36960 -2.31192  C16 1.076
44 H -5.45319 1.49796 2.94537  C65 1.103
45 H 7.53647 -1.97400 2.36524  C15 1.099
46 H 1.41631 -2.95064 -2.41056  C178 1.102
47 H 0.33039 3.30218 -2.60966  C116 1.111
48 H -2.31321 0.15411 -4.24180  C67 1.076
49 C 4.82840 2.33369 -1.74773  H27 1.080, H72 1.088, O87 1.446, H95 1.091
50 O -6.09020 0.24544 1.29551  C65 1.445, C112 1.354
51 H -2.45718 2.31431 -2.01220  C169 1.087
52 O 0.78393 1.87938 -4.03268  C18 1.387, C116 1.422
53 H 2.53263 4.32678 -0.72291  C114 1.078
54 H -0.61899 2.33595 -0.41602  C123 1.084
55 H 0.96230 -2.25679 -4.09456  C178 1.106
56 C -2.96054 -3.08189 3.35233  H31 1.076, H139 1.061, O177 1.465, H179 1.110
57 H -0.52725 -7.28963 -1.87337  C38 1.092
58 H -7.33886 -1.75438 -4.19974  C22 1.099
59 H 1.12152 -1.41500 5.48888  C60 1.064
60 C 1.71571 -1.09144 4.66722  H59 1.064, O134 1.460, H148 1.072, H171 1.088
61 H 2.15057 -3.63620 -3.87975  C178 1.112
62 H 0.27645 8.82449 3.01185  C170 1.083
63 H 2.52726 1.07759 2.81166  C7 1.097
64 H -5.36262 -1.49374 -0.34134  C174 1.085
65 C -6.06410 1.49102 2.02703  H40 1.142, H44 1.103, O50 1.445, H175 1.115
66 O 5.32815 -3.97645 -0.44646  C90 1.206
67 C -2.38058 -0.66778 -3.55057  H21 1.100, H48 1.076, H132 1.089, O153 1.439
68 H -4.31938 5.76939 1.52891  C77 1.098
69 H 5.84895 4.85641 -5.25604  C163 1.099
70 O -5.51577 -0.75118 3.26077  C112 1.237
71 O 1.08752 -0.51297 1.35638  C76 1.430, C119 1.323
72 H 4.42081 1.38002 -2.07815  C49 1.088
73 H -1.66268 -6.03057 -1.19873  C38 1.115
74 C -2.62717 0.37512 3.25111  H26 1.094, H124 1.100, O147 1.446, H165 1.092
75 H 0.04013 -5.73759 1.40581  C109 1.079
76 C 1.50664 -1.80055 0.89599  O71 1.430, H89 1.104, H125 1.076, H137 1.106
77 C -3.30164 5.80078 1.94103  H4 1.079, H68 1.098, O130 1.424, H143 1.063
78 H -0.54797 -6.49073 2.92139  C109 1.108
79 H -0.53516 -7.35339 1.33874  C109 1.096
80 C 5.06836 -0.05094 1.86733  O98 1.333, O167 1.171, O168 1.315
81 H -6.59447 -3.24243 -3.59334  C22 1.112
82 H -0.08126 1.51602 -2.22357  C116 1.089
83 H -3.35424 1.17707 -0.94697  C169 1.083
84 H 1.09497 3.10631 2.90158  C176 1.098
85 C 3.43104 -9.81146 2.59542  H12 1.085, H126 1.111, O128 1.437, H131 1.091
86 H 2.98521 -5.96569 4.89202  C34 1.099
87 O 4.01626 3.45389 -2.16669  C49 1.446, C154 1.335
88 C 1.66975 -8.26737 2.56289  O118 1.384, O128 1.369, O142 1.188
89 H 1.53887 -1.82269 -0.20700  C76 1.104
90 C 4.26244 -3.53116 -0.79321  O9 1.331, O66 1.206, O102 1.353
91 H 7.39555 4.72103 -4.54608  C163 1.102
92 H -5.28609 6.88274 -0.44692  C180 1.124
93 O 3.82388 5.18274 -3.56624  C154 1.227
94 O 2.80463 -3.38955 5.80245  C33 1.235
95 H 5.86871 2.51208 -2.02337  C49 1.091
96 H -2.95910 6.60773 -1.50931  C16 1.108
97 O -3.32191 -2.15454 0.89084  C149 1.206
98 O 4.54275 0.64793 2.87339  C7 1.426, C80 1.333
99 O 2.04125 0.81198 -5.57922  C18 1.345, C129 1.462
100 H 1.42590 0.73767 -7.49635  C129 1.118
101 H -5.24940 6.43238 -2.20442  C180 1.097
102 O 3.03530 -3.93513 -0.39100  C90 1.353, C122 1.415
103 O 5.85824 4.17641 -3.25622  C154 1.359, C163 1.462
104 O 2.53520 0.48890 -3.44581  C18 1.195
105 H 1.57803 1.98041 -2.16002  C116 1.116
106 H 3.65519 2.48399 3.10243  C7 1.090
107 H 3.88043 -5.82754 0.01772  C122 1.109
108 C -1.49577 7.32832 1.85455  O110 1.348, O113 1.207, O130 1.342
109 C 0.01188 -6.65135 1.97881  H75 1.079, H78 1.108, H79 1.096, O118 1.391
110 O -1.32179 8.65739 1.70807  C108 1.348, C170 1.448
111 H -1.21550 -3.31810 -1.88322  C14 1.092
112 C -5.79334 -0.83316 2.05846  O3 1.327, O50 1.354, O70 1.237
113 O -0.65254 6.53008 2.18294  C108 1.207
114 C 1.95918 5.08554 -0.21571  H53 1.078, H133 1.077, H159 1.100, O172 1.498
115 H 6.22388 6.06765 -3.94238  C163 1.090
116 C 0.61424 2.22895 -2.66437  H47 1.111, O52 1.422, H82 1.089, H105 1.116
117 H -6.31552 -3.07436 -0.32006  C174 1.127
118 O 1.34923 -7.02809 2.03543  C88 1.384, C109 1.391
119 C 0.16915 0.13772 0.66088  O71 1.323, O160 1.331, O161 1.183
120 O -4.74488 5.01942 -0.71767  C166 1.315, C180 1.399
121 H 7.00857 -1.28700 0.73781  C15 1.101
122 C 2.98306 -5.20844 0.22312  H39 1.098, O102 1.415, H107 1.109, H145 1.090
123 C -0.81495 2.29438 0.64928  H37 1.093, H42 1.068, H54 1.084, O160 1.478
124 H -2.97401 -0.19077 4.12865  C74 1.100
125 H 2.51326 -1.97485 1.23369  C76 1.076
126 H 2.71759 -10.64861 2.43574  C85 1.111
127 C -0.15009 5.89760 -1.03192  O11 1.320, O157 1.207, O172 1.299
128 O 2.92653 -8.55848 2.10383  C85 1.437, C88 1.369
129 C 1.02110 1.18832 -6.55701  H6 1.100, H41 1.087, O99 1.462, H100 1.118
130 O -2.78732 7.08025 1.58762  C77 1.424, C108 1.342
131 H 3.73779 -9.68531 3.63524  C85 1.091
132 H -1.76562 -0.37289 -2.70184  C67 1.089
133 H 2.00786 5.01474 0.85778  C114 1.077
134 O 2.15856 -2.25811 3.90952  C33 1.328, C60 1.460
135 O -1.01452 -5.74948 -3.14437  C25 1.359, C38 1.419
136 H 4.92978 -1.23708 -2.99145  C138 1.088
137 H 0.82845 -2.62408 1.18840  C76 1.106
138 C 5.24323 -1.76613 -2.09347  H1 1.096, O9 1.464, H136 1.088, H155 1.083
139 H -3.78644 -3.73968 3.45329  C56 1.061
140 O -3.90356 3.14898 -0.85764  C166 1.352, C169 1.414
141 O -0.87700 3.29863 3.58812  C30 1.331, C176 1.469
142 O 1.05473 -8.92571 3.33743  C88 1.188
143 H -2.81928 4.97091 1.48347  C77 1.063
144 H 0.99467 3.66852 4.55191  C176 1.090
145 H 2.12313 -5.73929 -0.18549  C122 1.090
146 H 3.69460 -6.04635 3.21278  C34 1.093
147 O -2.35760 1.77230 3.50672  C30 1.342, C74 1.446
148 H 1.14949 -0.58770 3.90963  C60 1.072
149 C -2.47637 -2.98943 1.09486  O17 1.343, O97 1.206, O177 1.361
150 H -4.14253 1.87725 -2.40563  C169 1.097
151 H 6.10189 -2.65532 1.56616  C15 1.108
152 O -5.70715 -1.43521 -2.95314  C22 1.424, C28 1.350
153 O -3.74769 -0.75125 -3.10763  C28 1.315, C67 1.439
154 C 4.53414 4.35314 -3.00614  O87 1.335, O93 1.227, O103 1.359
155 H 6.04696 -2.44361 -2.35314  C138 1.083
156 H -2.39999 6.07020 -3.11762  C16 1.054
157 O 0.06173 7.06663 -0.81925  C127 1.207
158 O -4.51605 -2.07537 -4.82904  C28 1.228
159 H 2.22760 6.12106 -0.47288  C114 1.100
160 O 0.02525 1.28283 1.32379  C119 1.331, C123 1.478
161 O -0.22608 -0.21685 -0.39630  C119 1.183
162 H 0.45729 4.77354 3.17007  C176 1.099
163 C 6.37152 5.05166 -4.30900  H69 1.099, H91 1.102, O103 1.462, H115 1.090
164 H -7.16387 -1.45049 -0.13122  C174 1.121
165 H -1.72330 -0.10060 2.86426  C74 1.092
166 C -4.47331 4.10591 -1.62433  O24 1.183, O120 1.315, O140 1.352
167 O 4.87615 0.10112 0.72193  C80 1.171
168 O 5.89274 -0.86738 2.48616  C15 1.422, C80 1.315
169 C -3.42276 2.04188 -1.59467  H51 1.087, H83 1.083, O140 1.414, H150 1.097
170 C 0.04577 9.05129 1.97780  H20 1.111, H23 1.106, H62 1.083, O110 1.448
171 H 2.57394 -0.50374 4.98514  C60 1.088
172 O 0.55832 4.86168 -0.69598  C114 1.498, C127 1.299
173 H -2.24585 -7.18373 -2.46762  C38 1.101
174 C -6.21866 -2.02038 0.06636  O3 1.442, H64 1.085, H117 1.127, H164 1.121
175 H -5.56030 2.22838 1.35883  C65 1.115
176 C 0.51910 3.75418 3.57487  H84 1.098, O141 1.469, H144 1.090, H162 1.099
177 O -2.12480 -3.59216 2.26316  C56 1.465, C149 1.361
178 C 1.24124 -3.13474 -3.48255  O10 1.460, H46 1.102, H55 1.106, H61 1.112
179 H -2.25275 -3.12460 4.20639  C56 1.110
180 C -5.51776 6.08092 -1.20025  H2 1.111, H92 1.124, H101 1.097, O120 1.399

Summary:
Total charge = 0
Relative energy (zero: lowest compared OMol25 entry of this formula, charge and spin) = 58.9 kcal/mol
LUMO level = 0.0177 Eh
Kohn-Sham gap = 10.862 eV
E_tot = -5154.4671 Ha

Löwdin population analysis, charges in e, atoms 1 to 2: number 1, H, carries 0.0712; number 2, H, carries 0.1097